1.
Density functional theory data (the ωB97M-V functional and the def2-TZVPD basis) for the ion C9H10BrFN3O with charge +1 at a distorted geometry.

Structure (XYZ):
```
25
C9H10BrFN3O, DFT the ωB97M-V functional and the def2-TZVPD basis
F -2.1531 2.4680 2.0866
N -1.4979 2.1345 0.9768
C -1.4362 0.8976 0.5931
N -0.7194 0.6920 -0.5827
C 0.6567 0.2620 -0.3277
C 1.6190 0.7290 -1.2116
C 2.9464 0.3509 -1.0768
C 3.3444 -0.4938 -0.0478
C 2.3890 -0.9320 0.8609
C 1.0583 -0.5579 0.7207
C -1.5674 -0.1690 -1.4971
Br -0.5944 -1.6105 -2.3641
O -2.6676 -0.6691 -0.8151
C -2.3468 -1.2174 0.4305
N -2.0997 -0.0498 1.3111
H -1.0415 2.8968 0.4851
H 1.3452 1.3718 -2.0342
H 3.6771 0.7022 -1.7877
H 4.3693 -0.8085 0.0531
H 2.6605 -1.5716 1.6853
H 0.3539 -0.9479 1.4372
H -1.9511 0.4606 -2.2845
H -3.2203 -1.7414 0.7956
H -1.5190 -1.9250 0.3860
H -1.6278 -0.2676 2.1856
```

The max |F| comes out at 1.294 eV/Å. As for the SMILES: FNC1=[N+](c2ccccc2)[C@@H](Br)OCN1. Its HOMO-LUMO gap is 8.712 eV. Its energy above the lowest of the compared OMol25 structures with the same formula, charge and spin is 0.00 kJ/mol. As for the charge: +1.


2.
Density functional theory data (the ωB97M-V functional and the def2-TZVPD basis) for a cluster of 2 separate species, C9H10Cl2N3 in total at a distorted geometry.

Structure (XYZ):
```
24
C9H10Cl2N3, DFT the ωB97M-V functional and the def2-TZVPD basis
C 1.7225 2.0936 -2.7388
C 0.8558 3.1093 -2.2709
C 1.5564 0.8183 -2.1399
C -0.0522 2.9078 -1.2376
C 0.6645 0.5903 -1.1183
C -0.1147 1.6375 -0.5656
C -1.0212 1.5096 0.5932
C -0.4079 -0.3490 2.1391
C -3.1611 2.3732 1.2415
N -1.9647 2.4741 0.7013
N -0.8014 0.6623 1.5233
N -0.7380 -3.1402 1.2491
Cl -3.9436 0.9743 1.5932
Cl -3.9369 3.8216 1.4673
H 2.3550 2.2484 -3.5895
H 0.9396 4.0549 -2.8020
H 2.2768 0.1144 -2.2687
H -0.7204 3.6233 -0.9737
H 0.9185 -0.2395 -0.5490
H 0.3725 -0.1497 2.8802
H -0.6407 -1.4123 1.8363
H 0.1302 -3.2033 1.6508
H -0.9387 -3.4070 0.2862
H -1.2711 -3.6556 1.9220
```

The max |F| comes out at 4.579 eV/Å. Its HOMO-LUMO gap is 8.144 eV. As for the charge: +1.


3.
Density functional theory data (the ωB97M-V functional and the def2-TZVPD basis) for a cluster of 2 separate species, C9H10Cl3F in total at a distorted geometry.

Structure (XYZ):
```
23
C9H10Cl3F, DFT the ωB97M-V functional and the def2-TZVPD basis
C 2.1820 2.4410 1.1068
C 1.8374 3.6157 0.6600
C -0.6802 -2.3399 -0.4311
C -1.8777 -1.3991 -0.6598
C 0.1382 -1.9489 0.8331
C -1.2969 -0.1067 -1.1850
C 0.6921 -0.4657 0.4626
C -0.1024 0.4157 -0.4603
C -0.0611 0.5547 1.0451
F -0.9009 0.5786 2.0420
Cl 3.3608 1.3779 0.5899
Cl 2.5966 4.5127 -0.7611
Cl 0.5974 4.6015 1.3050
H -1.0480 -3.4035 -0.2737
H -0.1192 -2.2398 -1.2803
H -2.6390 -1.7598 -1.4328
H -2.5537 -1.0641 0.1257
H -0.4740 -2.0464 1.6449
H 1.0583 -2.7206 0.7930
H -0.9140 -0.1220 -2.2526
H -2.1704 0.6542 -1.2884
H 1.7861 -0.3750 0.4048
H 0.5885 1.2396 -0.9879
```

The max |F| comes out at 6.607 eV/Å. Its HOMO-LUMO gap (alpha / beta) is 6.207 / 9.243 eV. Its energy above the lowest of the compared OMol25 structures with the same formula, charge and spin is 431.18 kJ/mol.


4.
Density functional theory data (the ωB97M-V functional and the def2-TZVPD basis) for a structure of composition C9H10Cl3IrNO2 at a distorted geometry.

Structure (XYZ):
```
26
C9H10Cl3IrNO2, DFT the ωB97M-V functional and the def2-TZVPD basis
C 1.6616 1.6517 -1.2108
C 0.6180 1.2197 -2.1010
C 0.5401 -0.2003 -2.0612
C 1.5683 -0.6816 -1.2043
C 2.3187 0.4437 -0.7248
Ir 0.1987 0.8684 0.4349
N 1.5749 0.1284 1.4647
C -1.2961 2.1643 0.5921
C -1.5863 1.5691 -0.6714
H -0.1656 -0.8261 -2.5957
H 0.0226 1.8849 -2.7137
H 1.7918 -1.7126 -0.9789
H 3.2904 0.4305 -0.2464
H 2.0458 2.6607 -1.0858
H -1.4975 2.2264 -1.5387
H -1.9187 1.7663 1.4115
H 1.5986 0.1756 2.5165
H -2.3299 0.7644 -0.7007
H -0.9879 3.2210 0.5953
Cl -0.7664 -4.4773 2.2205
C -1.4439 -2.9075 1.8340
Cl -2.8557 -3.0990 0.7720
Cl -1.8862 -2.0362 3.3229
C -0.3740 -1.9785 1.0695
O 0.7732 -2.3895 0.9608
O -0.8946 -0.8665 0.6389
```

The max |F| comes out at 3.928 eV/Å. Its HOMO-LUMO gap (alpha / beta) is 7.416 / 6.321 eV. Its spin multiplicity is 6. Its energy above the lowest of the compared OMol25 structures with the same formula, charge and spin is 0.00 kJ/mol.